1.
Here is a 2-piece molecular cluster, C6H11NS overall from OMol25. Energies are from ωB97M-V/def2-TZVPD.

Each line ends with the Löwdin charge.
Geometry (Å):
H -0.70 -0.76 5.33  0.07
C 0.62 1.15 -2.36  -0.37
H 1.24 1.99 -2.54  -0.07
C -1.31 -0.08 4.66  -0.15
H -1.56 2.32 1.20  0.07
N -0.51 0.39 3.51  0.01
C -0.63 0.17 2.31  -0.17
S 1.47 -0.28 -2.48  0.79
H -2.36 -0.58 4.46  0.09
H 3.87 0.62 -2.04  0.06
H 3.69 -0.89 -2.87  -0.02
C -1.07 1.70 0.43  -0.11
H -1.62 0.82 5.39  0.10
C 3.28 0.07 -2.84  -0.36
C -0.53 0.32 1.02  -0.12
H 0.14 -0.30 0.44  0.06
H 3.49 0.64 -3.73  0.03
H -1.72 1.70 -0.44  0.04
H -0.17 2.25 0.09  0.05

Output
Charge = 0

2.
Here is one molecule with the formula C4H9NO from OMol25. Energies are from ωB97M-V/def2-TZVPD.

Each line ends with the Löwdin charge.
Geometry (Å):
C 0.02 0.36 -0.28  -0.41
H 3.21 -0.57 0.03  0.12
H 1.12 -0.03 1.66  0.15
H 0.36 0.41 -1.39  0.16
H -1.35 1.99 -0.87  0.10
C 1.33 0.25 0.51  -0.22
H -0.26 -1.87 -0.15  0.12
H -1.39 1.68 0.72  0.07
N -0.70 1.66 -0.07  -0.01
C -2.24 -0.91 0.13  -0.01
H -2.90 -0.07 0.09  0.02
O 2.23 -0.69 -0.27  -0.15
H -2.85 -1.84 0.23  0.06
H 1.79 1.31 0.58  0.12
C -0.88 -0.89 -0.07  -0.13

Output
SMILES = C=C[C@@H](N)CO
Charge = 0

3.
Here is C63H57BiCl2GeN11O4S2 as an isolated structure from OMol25. Energies are from ωB97M-V/def2-TZVPD.

Each line ends with the Löwdin charge.
Geometry (Å):
C 3.77 0.59 2.63  -0.14
C 0.19 -3.73 4.29  -0.10
H 1.74 0.62 6.59  0.09
C 4.53 -2.67 -3.74  -0.62
C 0.13 1.89 -2.33  -0.44
C 1.64 -2.67 2.18  -0.15
H 1.01 2.04 -5.62  0.09
H 3.58 2.44 -4.21  0.10
H -3.60 -3.96 1.40  0.06
H 0.57 4.03 -2.41  0.08
C -3.56 -1.48 2.87  -0.38
H 0.76 -1.36 -2.72  0.10
C 0.73 -2.45 4.37  -0.12
H -6.40 -2.83 -2.81  0.11
C 4.63 -3.16 -2.47  -0.15
N -1.91 2.09 -5.44  -0.05
H 1.29 -4.54 1.19  0.10
C 0.54 3.22 0.47  -0.23
C -6.80 -2.58 -0.69  -0.08
H 2.03 2.00 -7.88  0.09
H -2.66 1.80 -3.56  0.13
H 5.49 2.65 2.02  0.11
H -1.90 5.38 -0.46  0.11
C 0.41 -0.35 -2.83  -0.22
H -2.65 3.39 -1.65  0.09
H -6.60 -1.86 0.10  0.06
C -3.43 -5.37 -2.72  -0.27
C 2.63 0.00 6.61  -0.11
H -6.54 -1.18 -2.30  0.12
H 0.59 -1.89 5.29  0.10
C -2.61 -3.51 1.42  -0.24
S -2.16 -2.60 -2.01  0.68
C -0.23 1.25 3.37  -0.13
H -1.69 -1.18 3.86  0.08
C -2.76 -1.22 3.97  -0.06
C -4.94 -1.54 2.98  -0.09
N -4.26 -4.21 -2.43  -0.01
C 3.80 -1.06 -1.49  -0.41
H -2.09 -3.72 2.35  0.04
C 1.53 2.48 4.43  -0.11
H -3.80 -5.85 -3.63  0.11
N -4.71 -2.02 -1.90  -0.02
C 0.61 5.61 0.73  0.04
C -0.87 2.13 -1.13  -0.27
H -1.63 3.25 -3.72  0.13
H 0.00 -5.49 3.08  0.10
H -3.00 -5.86 -0.67  0.06
Cl 4.53 -3.04 0.21  0.69
C 3.96 4.06 1.67  -0.01
O 1.87 7.80 1.56  0.03
C -4.74 -1.08 5.33  -0.09
H -2.74 -7.20 -1.79  0.07
H -5.54 -1.74 2.10  0.08
C 4.18 -1.32 -3.96  -0.18
O -1.41 -1.16 1.37  -0.59
H -4.31 -1.15 -1.60  0.11
O 3.36 -0.36 -0.51  -0.28
H 0.14 6.58 0.65  0.12
C -3.39 -6.35 -1.56  -0.08
H -0.91 -0.41 -4.57  0.10
H 3.87 1.12 -6.30  0.09
H 4.95 -4.17 -2.30  0.10
N 3.68 0.83 -2.96  0.14
H 2.80 0.12 8.75  0.10
N -0.06 2.06 0.08  -0.11
C 3.87 -0.50 -2.84  -0.15
C -1.04 2.39 3.41  -0.08
H -6.61 -1.40 4.31  0.10
H 2.55 2.54 4.81  0.11
H 1.90 3.02 -1.83  0.09
C 3.90 0.62 -5.34  -0.06
H 4.75 -1.70 4.59  0.10
C 4.45 2.82 1.81  -0.01
C -1.30 4.48 -0.46  -0.04
C -0.04 4.47 0.26  -0.17
C 1.87 5.51 1.30  -0.11
S -2.78 -1.73 1.26  0.86
C 4.15 -0.71 -5.24  -0.04
C -1.72 2.20 -3.99  -0.13
C 4.37 -1.06 7.89  -0.11
C 1.12 -3.95 2.08  -0.08
C 3.16 -0.50 5.43  -0.27
C -1.21 2.00 -8.87  -0.03
C -1.00 2.07 -6.45  -0.16
C -0.56 3.56 3.97  -0.09
H 5.81 -2.18 6.75  0.10
N 0.87 0.66 -1.99  -0.18
H 4.84 -1.28 8.85  0.09
H -2.02 -3.83 0.56  0.01
C -5.53 -1.35 4.22  -0.09
N 2.36 1.86 1.15  -0.08
C 4.31 -1.29 5.50  -0.11
H -2.43 -4.99 -2.93  0.06
C 1.83 3.13 1.06  -0.19
H -5.21 -0.91 6.29  0.10
C -3.36 -1.02 5.20  -0.06
C -1.79 2.04 -7.60  -0.25
C 0.73 3.61 4.48  -0.08
C 2.55 4.27 1.40  -0.07
H 1.12 4.53 4.89  0.10
C 3.54 1.68 1.85  -0.41
C -0.44 0.11 -3.75  -0.11
H 1.49 3.02 -3.54  0.06
N -3.11 2.05 -7.22  0.05
C 0.41 2.05 -6.51  0.00
Cl 4.89 -3.72 -5.09  0.64
O 3.46 6.69 2.47  0.04
C 3.71 1.36 -4.15  -0.16
N 2.44 6.75 1.80  -0.35
C -1.70 3.39 -1.12  -0.05
H 0.65 1.96 -9.91  0.10
H -0.37 -4.14 5.12  0.10
H -1.53 1.26 -1.13  0.14
C 0.40 -4.49 3.14  -0.12
C 1.06 1.29 3.87  -0.27
H 4.62 4.91 1.75  0.10
H -1.84 1.97 -9.76  0.11
H -7.89 -2.67 -0.80  0.07
N -0.54 1.52 -3.60  -0.06
C 4.29 -2.36 -1.37  -0.58
H -1.18 4.45 3.98  0.10
H -6.42 -3.55 -0.36  0.07
H 2.22 -2.28 1.35  0.02
H -2.04 2.35 2.98  0.11
H -0.60 0.36 2.89  0.05
C 3.23 -0.28 7.84  -0.10
Ge 2.35 -0.18 3.66  0.96
C 4.91 -1.57 6.72  -0.10
H -4.39 -6.75 -1.34  0.07
C 0.95 2.02 -7.77  -0.08
C 0.16 1.99 -8.94  -0.10
N -3.15 2.08 -5.94  0.04
Bi 1.20 0.25 0.13  1.89
H -2.75 -0.80 6.07  0.11
H -5.25 -4.37 -2.38  0.11
C 1.46 -1.90 3.32  -0.27
H 4.33 -1.32 -6.11  0.08
C -3.78 -2.99 -2.12  -0.84
H 4.78 0.42 2.99  0.05
C 1.07 3.07 -2.53  0.02
C -6.15 -2.14 -1.99  -0.24

Output
Charge = -1

How do the records compare in strongest force on any atom? In the order shown, they have 2.7; 3.0; 0.4 eV/A.
How do the records compare in energy above the lowest of the compared OMol25 structures with the same formula, charge and spin? In the order shown, they have 512.9; 284.5; 0.0 kJ/mol.
How do the records compare in lowest unoccupied orbital energy? In the order shown, they have -0.0061; 0.0356; 0.0591 Eh.